ORCA calculation (the ωB97M-V functional and the def2-TZVPD basis) on C4H5NOS2 in the gas phase.

```
13
Properties=species:S:1:pos:R:3:forces:R:3
S -2.6806 -0.0146 -0.1859 0.809 0.810 0.788
S 2.5455 -0.7321 -0.0748 2.851 1.543 -1.173
O -0.1990 -0.7633 0.2850 0.958 0.051 -0.035
N 2.2455 1.0072 -0.0377 0.488 -1.715 -0.303
C -1.4189 -1.3851 0.0946 -2.169 1.153 -1.380
C -0.2252 0.5926 0.1953 1.610 0.358 -0.304
C -1.3652 1.2413 0.1099 -2.770 -0.019 -1.561
C 1.0388 1.3345 0.0441 -1.375 0.961 1.330
H -1.5825 2.3144 -0.2028 0.598 -1.735 0.841
H 0.8157 2.3996 0.1750 0.341 -0.017 -0.374
H -1.7116 -1.9703 0.9208 -0.089 -0.519 1.229
H 3.8907 -0.4507 -0.5975 -2.183 -0.795 1.006
H -1.5529 -1.9889 -0.8051 0.932 -0.078 -0.065
```
Forces are in eV/Å.

Computed properties:
SMILES string: S/N=C\C1=CSCO1
LUMO level: 0.449 eV
E_tot: -1081.69298 a.u.
2S+1: 1
Kohn-Sham gap: 0.313 Eh
ΔE to the lowest compared entry with this formula, charge and spin: 62.9 kcal per mole